No. 1
# C26H42BaBrNOP2

C26H42BaBrNOP2 as an isolated structure at a distorted geometry (ωB97M-V/def2-TZVPD, the OMol25 dataset).

Atoms and positions in Å:
C -0.4531 -4.2194 -1.0589
C 0.5662 -3.8272 -0.1586
C 1.8958 -3.9020 -0.6008
C 2.1538 -4.3111 -1.9163
N 1.1813 -4.6194 -2.7786
C -0.0884 -4.6077 -2.3578
C 0.3196 -3.2912 1.1474
C -0.0362 -2.7421 2.1764
C -0.8080 -2.0085 3.1778
C -1.0003 -0.6182 3.0327
C -1.9367 0.1188 3.8203
C -2.8364 -0.7024 4.4314
C -2.6066 -2.0020 4.8355
C -1.5386 -2.6577 4.1974
Ba -3.6905 -0.7437 1.7339
P -0.4809 0.1796 -2.2026
H 2.7216 -3.6310 0.0576
H -1.5071 -4.2172 -0.7735
H 3.1857 -4.3765 -2.2769
H -0.8491 -4.9243 -3.0853
H -1.3234 -3.7036 4.4113
H -0.4172 -0.0909 2.2632
H -3.2398 -2.4869 5.5821
H -1.9479 1.2140 3.8149
C -0.3563 1.6909 -3.2770
C 0.6353 1.7232 -4.4284
H -0.1145 2.4917 -2.5592
H -1.3734 1.8880 -3.6466
H 0.6259 2.7266 -4.8709
H 1.6632 1.5244 -4.1115
H 0.3711 1.0269 -5.2316
C 1.2301 -0.5548 -2.2671
C 1.6765 -1.2845 -3.5240
H 1.2504 -1.2503 -1.4127
H 1.9342 0.2566 -2.0310
H 2.7280 -1.5840 -3.3992
H 1.1128 -2.2104 -3.6952
H 1.6294 -0.6617 -4.4263
C -1.4991 -1.0043 -3.2082
C -1.4273 -0.9304 -4.7315
H -2.5325 -0.7927 -2.8857
H -1.2589 -2.0215 -2.8647
H -2.1560 -1.6386 -5.1541
H -1.6819 0.0674 -5.1169
H -0.4421 -1.2204 -5.1272
Br -5.0314 -0.2540 4.2476
P 0.8690 1.5989 0.9444
C 2.2499 2.1514 -0.1257
C 3.0146 3.4063 0.2660
H 1.7967 2.2783 -1.1223
H 2.9383 1.2987 -0.1873
H 3.7450 3.6140 -0.5258
H 2.3736 4.2905 0.3564
H 3.5856 3.2837 1.1955
C 0.3276 3.1397 1.7772
C 1.0616 3.5714 3.0388
H -0.7438 3.0170 1.9927
H 0.4069 3.9297 1.0214
H 0.5971 4.4880 3.4286
H 1.0170 2.8271 3.8411
H 2.1150 3.8152 2.8512
C 1.7673 0.6193 2.2728
C 3.2330 0.8975 2.5341
H 1.6459 -0.4291 1.9593
H 1.2041 0.7360 3.2063
H 3.5807 0.1649 3.2733
H 3.8526 0.7776 1.6396
H 3.4036 1.8900 2.9686
C -5.0187 2.1318 1.8501
O -3.8659 1.6619 1.1199
H -4.7386 2.9957 2.4492
H -5.3359 1.3170 2.5472
H -5.8277 2.3565 1.1533
H -3.5023 2.3538 0.5226

2S+1   1
Frontier orbital gap (alpha / beta)   4.26 / 4.25 eV
Charge   +2
Relative energy (zero: lowest compared OMol25 entry of this formula, charge and spin)   91.8 kcal per mole
HOMO energy (alpha / beta)   -12.12 / -12.12 eV
LUMO level (alpha / beta)   -0.289 / -0.289 Eh

***

No. 2
# C26H42BrN3P2SSn

C26H42BrN3P2SSn as an isolated structure at a distorted geometry (ωB97M-V/def2-TZVPD, the OMol25 dataset).

Atoms and positions in Å:
C -3.5437 -2.3943 1.5289
C -2.2304 -2.4743 2.0323
C -1.3928 -3.5260 1.6262
C -2.0209 -4.6323 1.0360
N -3.3067 -4.6243 0.7207
C -4.0615 -3.5629 0.9495
C -1.7379 -1.4370 2.8911
C -1.2821 -0.3073 2.7123
C -0.6926 0.8630 3.2721
C -0.0892 2.0743 2.8162
C 0.6634 2.8675 3.6684
C 0.7878 2.5363 5.0086
C 0.1055 1.4208 5.5581
C -0.6106 0.6020 4.6999
Sn -0.0282 1.9690 0.1180
P -1.0805 -0.2836 -1.7876
H -0.3219 -3.4917 1.7922
H -4.1214 -1.4854 1.6241
H -1.4519 -5.5407 0.8620
H -5.1196 -3.6165 0.7104
H -1.0856 -0.3184 5.0476
H -0.1706 2.6391 1.8069
H 0.1424 1.2161 6.6271
H 1.1506 3.7841 3.2562
C -0.6552 0.2312 -3.5121
C -0.5745 -0.7684 -4.6591
H 0.3202 0.7319 -3.4171
H -1.3826 1.0095 -3.7798
H -0.2160 -0.2479 -5.5568
H 0.1233 -1.5946 -4.4864
H -1.5442 -1.1977 -4.9349
C -0.5030 -2.0543 -1.7546
C -1.3085 -3.1686 -2.4152
H -0.3992 -2.2824 -0.6835
H 0.5086 -2.0610 -2.1826
H -0.7404 -4.1053 -2.3245
H -2.2810 -3.3615 -1.9425
H -1.4691 -3.0176 -3.4904
C -2.9065 -0.5413 -1.8916
C -3.5747 -0.9107 -3.2067
H -3.3154 0.4152 -1.5389
H -3.1629 -1.2918 -1.1346
H -4.6598 -0.9453 -3.0567
H -3.3977 -0.1920 -4.0129
H -3.3018 -1.9035 -3.5788
Br 1.9140 3.6950 6.0278
P 2.4245 0.5821 -0.0083
C 2.8842 -0.5160 -1.3898
C 4.3002 -0.3759 -1.9254
H 2.1542 -0.2852 -2.1818
H 2.7045 -1.5664 -1.1232
H 4.4686 -1.0220 -2.7920
H 4.5329 0.6409 -2.2495
H 5.0558 -0.6635 -1.1884
C 3.3740 2.1377 -0.1359
C 4.7251 2.2040 0.5511
H 2.7070 2.9016 0.2883
H 3.5016 2.4250 -1.1869
H 5.1707 3.2023 0.4836
H 4.6776 1.9671 1.6138
H 5.4569 1.5270 0.1033
C 2.8234 -0.2717 1.5610
C 4.0972 -1.1178 1.5831
H 1.9443 -0.9090 1.7600
H 2.8618 0.4470 2.3930
H 4.2482 -1.5947 2.5613
H 4.0921 -1.9276 0.8438
H 4.9994 -0.5178 1.4031
N -2.6043 3.3718 0.5374
C -1.9538 4.2441 -0.2741
N -2.7131 5.0193 -1.0633
S -0.2259 4.3776 -0.4699
H -3.5868 3.5060 0.7366
H -2.1458 2.8102 1.2491
H -2.2236 5.5916 -1.7482
H -3.7262 5.0956 -0.9773

2S+1   1
Frontier orbital gap   6.56 eV
Charge   +2
HOMO energy   -13.14 eV
LUMO level   -0.242 Eh

***

No. 3
# C26H42Cl3N4NiO4Si

C26H42Cl3N4NiO4Si as an isolated structure at a distorted geometry (ωB97M-V/def2-TZVPD, the OMol25 dataset).

Atoms and positions in Å:
C -1.6773 -2.5882 -5.0463
C -1.1693 -2.9155 -3.6684
H -1.9489 -3.5096 -5.5917
H -0.8861 -2.0689 -5.6161
H -2.5594 -1.9272 -5.0104
C -0.6377 -4.1201 -3.3845
C -0.7470 -5.2920 -4.2940
H -0.0697 -4.2732 -2.4700
H -0.3149 -5.0986 -5.2875
H -1.7989 -5.5828 -4.4254
H -0.2297 -6.1431 -3.8343
Ni -1.7211 2.2824 0.5390
Cl -3.2813 3.5942 1.5350
Cl 0.0200 3.4939 0.0917
H 1.0138 5.4764 4.0782
H -1.6330 7.0759 2.3624
C 0.7914 5.3593 3.0069
C -1.2946 6.1528 1.8712
N -0.6433 5.2750 2.8235
H 1.2722 4.4409 2.6359
C -1.3074 4.3472 3.5442
O -0.8163 3.5701 4.3531
H -2.1610 5.6314 1.4405
H -2.3931 4.3203 3.3100
H 1.1654 6.2156 2.4366
H -0.5875 6.4085 1.0806
H 3.0926 -0.4195 -3.4951
H 2.4918 -3.2817 -3.0580
C 3.9648 -0.7422 -2.9139
C 3.4715 -3.1385 -2.5738
N 3.5869 -1.8026 -1.9995
H 4.3598 0.1048 -2.3474
C 3.4398 -1.5523 -0.6692
O 3.4031 -0.4281 -0.1632
H 3.5858 -3.8833 -1.7796
H 3.3520 -2.4892 -0.0815
H 4.7060 -1.1239 -3.6216
H 4.2533 -3.2653 -3.3318
O -0.1383 -0.8339 -3.1283
C -1.1347 -1.7629 -2.6719
C 0.4232 -2.5780 -0.8700
C -0.8766 -2.2351 -1.2465
H 1.2432 -2.2824 -1.5177
C 0.6556 -3.3349 0.2793
H -2.1081 -1.2575 -2.7075
C -1.9429 -2.5193 -0.3818
H 1.6675 -3.6326 0.5563
C -0.4282 -3.7236 1.0716
C -1.7253 -3.2815 0.7677
H -2.9347 -2.1309 -0.6159
H -0.2562 -4.3087 1.9687
H -2.5550 -3.5492 1.4283
Si 0.0212 0.6762 -3.6945
Cl -3.1940 0.8679 0.1299
C 1.5226 1.2885 -2.7220
C -1.1122 2.0849 -3.1522
C -0.5282 0.5590 -5.4784
H 1.6962 0.5935 -1.8802
H 1.2848 2.2501 -2.2344
H 2.4872 1.3987 -3.2395
H -0.0722 -0.2177 -6.1088
H -0.4557 1.5243 -5.9896
H -1.6073 0.3406 -5.4855
H -0.8105 2.4717 -2.1506
H -2.1640 1.7542 -3.1440
H -0.9701 2.8823 -3.8955
N 1.8931 -2.2438 4.5254
C 0.6108 -2.2404 4.0596
O -0.1558 -3.1915 4.1955
C 0.2088 -1.0331 3.2858
C 1.0629 -0.3734 2.4017
C 0.5614 0.6843 1.6393
N -0.7471 1.0196 1.6829
C -1.5731 0.3898 2.5579
C -1.1466 -0.6699 3.3331
H 2.0905 -2.9535 5.2196
H 2.4139 -1.3778 4.5692
H 2.0876 -0.6984 2.2148
H 1.2085 1.2992 1.0114
H -2.6026 0.7337 2.6024
H -1.8826 -1.2372 3.8878

2S+1   3
Frontier orbital gap (alpha / beta)   7.16 / 7.30 eV
Charge   -1
Relative energy (zero: lowest compared OMol25 entry of this formula, charge and spin)   7.0 kcal per mole
HOMO energy (alpha / beta)   -5.00 / -5.14 eV
Expectation value of S²   2.006
LUMO level (alpha / beta)   0.079 / 0.079 Eh